# 1
C3H8N2S | wB97M-V/def2-TZVPD

## Properties
- Kohn-Sham gap (eV) = 8.605
- charge = 0
- relative energy (zero: lowest compared OMol25 entry of this formula, charge and spin) (kcal/mol) = 53.5
- LUMO energy (Eh) = 0.02933
- E_HOMO (eV) = -7.81
- largest force on an atom (eV/Å) = 3.733
- SMILES = CN(C)/C=N/S

Last column: natural (NBO) charge in e.
Element x y z (Å)
S 1.1763 2.7616 1.3073  0.1000
N 0.9040 1.5356 0.0810  -0.6984
N -0.3547 -0.3635 -0.2484  -0.4054
C -0.1816 0.8299 0.2546  0.2897
C -1.5477 -1.0371 0.2197  -0.3966
C 0.7748 -0.8598 -1.0650  -0.4195
H 1.7528 -1.0912 -0.5158  0.2129
H -1.4681 -2.1086 0.0654  0.2140
H -0.9745 1.1838 0.9505  0.1518
H -1.6934 -0.6591 1.1955  0.2104
H 2.4408 2.4174 1.5836  0.1100
H 0.5189 -1.8470 -1.5316  0.2020
H -2.2980 -0.7054 -0.5135  0.1973
H 0.9505 -0.0565 -1.7831  0.2318

# 2
C3H8N2S | wB97M-V/def2-TZVPD

## Properties
- Kohn-Sham gap (spin up / spin down) (eV) = 9.360 / 7.114
- charge = 0
- relative energy (zero: lowest compared OMol25 entry of this formula, charge and spin) (kcal/mol) = 120.3
- LUMO energy (spin up / spin down) (Eh) = 0.01386 / -0.00191
- E_HOMO (spin up / spin down) (eV) = -8.98 / -7.17
- largest force on an atom (eV/Å) = 2.661

Last column: natural (NBO) charge in e.
Element x y z (Å)
S -0.2626 -0.8828 -1.0494  0.8637
N -1.3278 -1.8354 -0.4213  -0.7111
N -0.8472 0.4807 -0.2977  -0.8029
C -2.3391 -1.2739 0.4400  -0.2548
C -1.7230 0.1043 0.8336  -0.2514
C 2.6890 -0.9638 0.4297  -0.5210
H -3.2279 -1.1247 -0.1140  0.1979
H 3.5638 -0.5204 -0.1204  0.1688
H 2.0255 -0.2244 0.9757  0.1550
H -2.4506 0.8352 0.8399  0.2076
H -0.0843 0.9072 0.1668  0.3731
H -1.2334 -0.0546 1.7948  0.1858
H 2.2784 -1.8783 0.0362  0.1739
H -2.4783 -2.0110 1.2390  0.2154

# 3
C3H8N2S | wB97M-V/def2-TZVPD

## Properties
- Kohn-Sham gap (eV) = 9.312
- charge = 0
- relative energy (zero: lowest compared OMol25 entry of this formula, charge and spin) (kcal/mol) = 36.0
- LUMO energy (Eh) = 0.02895
- E_HOMO (eV) = -8.52
- largest force on an atom (eV/Å) = 1.777
- SMILES = C/C(CN)=N/S

Last column: natural (NBO) charge in e.
Element x y z (Å)
S -1.1035 1.9173 -1.5616  0.1689
N 0.7679 -0.6586 -1.4717  -0.8370
N -0.6345 1.6041 0.0510  -0.5529
C -0.2003 0.4631 0.4549  0.2526
C -0.2217 -0.7872 -0.3801  -0.2974
C 0.1476 0.2691 1.8918  -0.6586
H 1.1185 -0.2009 2.0735  0.2189
H -0.6435 -0.3422 2.3942  0.2235
H -0.0637 -1.6484 0.2955  0.1854
H 0.8312 -1.5207 -1.9260  0.3622
H -1.2430 -0.8378 -0.8791  0.2093
H -0.5650 0.8605 -2.1636  0.1213
H 1.6851 -0.3484 -1.1409  0.3673
H 0.1249 1.2300 2.3621  0.2364

# 4
C3H8N2S | wB97M-V/def2-TZVPD

## Properties
- Kohn-Sham gap (eV) = 9.887
- charge = 0
- relative energy (zero: lowest compared OMol25 entry of this formula, charge and spin) (kcal/mol) = 78.1
- LUMO energy (Eh) = 0.02970
- E_HOMO (eV) = -9.08
- largest force on an atom (eV/Å) = 3.551
- SMILES = NNC1(S)CC1

Last column: natural (NBO) charge in e.
Element x y z (Å)
S -1.4858 -1.0417 0.8503  -0.1963
N 0.1809 -1.3086 -1.8437  -0.6642
N 0.2207 0.0152 -1.2938  -0.4663
C 1.0833 0.3516 1.1336  -0.4438
C 0.0151 0.0571 0.1080  0.0907
C 0.0805 1.3945 0.9214  -0.4282
H -0.5139 -1.9463 -1.4367  0.3477
H 1.0024 -1.7847 -1.7343  0.3432
H 0.2723 2.2387 0.1758  0.2195
H 2.0966 0.4928 0.7987  0.2357
H 0.9694 -0.0469 2.1302  0.2339
H -0.6967 1.5374 1.6743  0.2354
H -0.5796 0.5796 -1.8390  0.3612
H -2.6451 -0.5386 0.3551  0.1315

# 5
C3H8N2S2 | wB97M-V/def2-TZVPD

## Properties
- Kohn-Sham gap (spin up / spin down) (eV) = 7.414 / 7.415
- charge = 0
- relative energy (zero: lowest compared OMol25 entry of this formula, charge and spin) (kcal/mol) = 74.4
- LUMO energy (spin up / spin down) (Eh) = 0.02549 / 0.02549
- E_HOMO (spin up / spin down) (eV) = -6.72 / -6.72
- largest force on an atom (eV/Å) = 2.854

Last column: natural (NBO) charge in e.
Element x y z (Å)
S 1.5456 -1.0634 0.1514  0.2180
S -0.1997 2.0657 -1.9558  -0.3251
N -0.8203 -0.2000 0.2825  -0.2463
N -0.8593 -0.8932 -0.8289  -0.4510
C 0.3241 -0.1264 0.9927  -0.0177
C 0.3342 0.7205 2.2384  -0.6430
C 0.2498 -1.7425 -1.0146  -0.3225
H -1.6090 0.4260 0.3621  0.4183
H 0.0090 -2.8078 -0.8618  0.1691
H 0.6764 1.5779 -2.7816  0.1381
H 0.5660 -1.7825 -2.0556  0.2021
H 0.3276 0.0987 3.1358  0.2250
H -0.6156 1.3453 2.1062  0.2196
H -1.1662 1.1087 -2.2483  0.1783
H 1.2373 1.2730 2.4776  0.2370

# 6
C3H8N2S2 | wB97M-V/def2-TZVPD

## Properties
- Kohn-Sham gap (eV) = 9.070
- charge = 0
- relative energy (zero: lowest compared OMol25 entry of this formula, charge and spin) (kcal/mol) = 44.0
- LUMO energy (Eh) = 0.02594
- E_HOMO (eV) = -8.36
- largest force on an atom (eV/Å) = 2.750
- SMILES = NN=C(CS)CS

Last column: natural (NBO) charge in e.
Element x y z (Å)
S -0.8174 0.6858 2.6331  -0.0460
S 0.8327 1.4923 -1.8234  -0.0436
N -0.2973 -1.7370 -1.3884  -0.6532
N 0.0961 -1.3974 -0.1669  -0.2374
C -0.5524 0.8255 -0.7805  -0.5877
C 0.5631 0.2336 1.5081  -0.5439
C 0.0377 -0.1641 0.1978  0.1468
H -1.3250 0.2922 -1.4763  0.2487
H -1.0605 1.5912 -0.2100  0.2395
H 1.1207 1.1317 1.3606  0.2171
H 1.5008 1.9919 -0.8098  0.1147
H -0.0485 -1.0055 -2.1450  0.3670
H -1.2179 -0.6119 2.8063  0.1382
H 1.2515 -0.5896 1.7914  0.2524
H -0.0835 -2.7387 -1.4969  0.3874

# 7
C3H8N3 | wB97M-V/def2-TZVPD

## Properties
- Kohn-Sham gap (eV) = 9.413
- charge = +1
- relative energy (zero: lowest compared OMol25 entry of this formula, charge and spin) (kcal/mol) = 110.5
- LUMO energy (Eh) = -0.17832
- E_HOMO (eV) = -14.26
- largest force on an atom (eV/Å) = 5.032
- SMILES = N[N+]1=CCNC1

Last column: natural (NBO) charge in e.
Element x y z (Å)
N -0.0221 1.3921 -0.5992  -0.6026
N -0.2979 -1.2596 1.8965  -0.5286
N -0.0518 -0.6829 0.3916  -0.1596
C 0.0924 0.4456 -1.6513  -0.2966
C 0.3501 -0.7992 -0.9044  0.2455
C -0.4667 0.6967 0.5468  -0.0818
H -0.7000 0.3207 -2.3502  0.2547
H -1.6164 0.6411 0.7681  0.2317
H 0.1364 -0.5014 2.5299  0.3918
H 0.2116 -2.1159 2.0873  0.3973
H -0.0209 1.2023 1.5284  0.2216
H 1.0352 0.4214 -2.3318  0.2638
H 0.6630 -1.7589 -1.3701  0.2617
H 0.6871 1.9982 -0.5416  0.4011

# 8
C3H8N3 | wB97M-V/def2-TZVPD

## Properties
- Kohn-Sham gap (eV) = 10.709
- charge = +1
- relative energy (zero: lowest compared OMol25 entry of this formula, charge and spin) (kcal/mol) = 91.0
- LUMO energy (Eh) = -0.12517
- E_HOMO (eV) = -14.11
- largest force on an atom (eV/Å) = 2.387

Last column: natural (NBO) charge in e.
Element x y z (Å)
N -2.1255 1.4417 0.1266  -0.5578
N -1.6812 0.2445 0.2370  -0.0925
N -0.6035 -1.9140 -0.0692  -0.7546
C 1.8614 0.9503 0.2349  -0.3309
C -1.1251 -0.7588 0.0045  0.6465
C 1.8503 -0.2542 -0.3000  -0.4726
H 1.5294 1.8189 -0.3100  0.2028
H -2.6235 1.8042 0.9301  0.4219
H 1.5480 -0.4189 -1.3229  0.2017
H 2.2157 1.1261 1.2361  0.2118
H 0.4066 -2.0064 0.0230  0.4571
H -1.1623 -2.7436 -0.2323  0.4509
H 2.2522 -1.1034 0.2334  0.1980
H -2.3424 1.8137 -0.7912  0.4177

# 9
C3H8N3 | wB97M-V/def2-TZVPD

## Properties
- Kohn-Sham gap (spin up / spin down) (eV) = 6.517 / 6.380
- charge = +1
- relative energy (zero: lowest compared OMol25 entry of this formula, charge and spin) (kcal/mol) = 160.9
- LUMO energy (spin up / spin down) (Eh) = -0.20512 / -0.20777
- E_HOMO (spin up / spin down) (eV) = -12.10 / -12.03
- largest force on an atom (eV/Å) = 6.184

Last column: natural (NBO) charge in e.
Element x y z (Å)
N 2.2341 0.3559 0.2023  -0.2874
N -1.5918 0.0814 -0.3602  -0.1703
N -1.0400 1.0361 0.2289  -0.1661
C 1.4227 0.6302 1.0097  0.0324
C 2.5840 -0.0357 -0.9024  -0.1550
C -2.0015 -0.9771 0.4401  -0.4753
H -1.8482 -0.0144 -1.4577  0.4255
H -0.9673 1.7510 -0.4874  0.3600
H 3.1704 -0.9387 -0.9162  0.2206
H -2.6049 -0.5689 1.2447  0.2638
H 1.5240 1.1475 2.0355  0.2298
H -2.4288 -1.8863 -0.2019  0.2563
H -1.0106 -1.2632 0.8791  0.2554
H 2.5580 0.6821 -1.7144  0.2103

# 10
C3H8N3 | wB97M-V/def2-TZVPD

## Properties
- Kohn-Sham gap (spin up / spin down) (eV) = 8.987 / 7.478
- charge = +1
- relative energy (zero: lowest compared OMol25 entry of this formula, charge and spin) (kcal/mol) = 158.6
- LUMO energy (spin up / spin down) (Eh) = -0.20416 / -0.25682
- E_HOMO (spin up / spin down) (eV) = -14.54 / -14.47
- largest force on an atom (eV/Å) = 3.691

Last column: natural (NBO) charge in e.
Element x y z (Å)
N -0.7291 -0.4497 -0.3550  -0.0306
N 2.1727 -0.9763 0.4932  -0.4017
N -0.7679 -1.5662 0.0400  0.2854
C 1.3419 0.1371 0.7317  -0.3435
C -2.0776 0.1591 -0.6063  -0.3905
C 0.4902 0.4324 -0.5038  -0.2499
H -2.0455 1.0310 0.0131  0.2464
H -2.7628 -0.5665 -0.4894  0.2465
H 1.8902 1.0512 1.0595  0.2636
H 2.7229 -1.3339 1.2763  0.3496
H 0.8538 -0.0025 -1.3870  0.2736
H 0.2618 1.5196 -0.4545  0.2636
H -2.0531 0.6230 -1.5237  0.2477
H 0.7025 -0.0582 1.7061  0.2398

# 11
C3H8N3 | wB97M-V/def2-TZVPD

## Properties
- Kohn-Sham gap (eV) = 10.524
- charge = +1
- relative energy (zero: lowest compared OMol25 entry of this formula, charge and spin) (kcal/mol) = 161.5
- LUMO energy (Eh) = -0.14227
- E_HOMO (eV) = -14.39
- largest force on an atom (eV/Å) = 4.978

Last column: natural (NBO) charge in e.
Element x y z (Å)
N 0.4445 0.8000 0.4395  -0.6820
N 1.1082 -1.4351 -0.2442  -0.7659
N -1.5615 -0.1925 -1.0055  -0.2884
C -0.9295 0.8021 -0.0972  0.0702
C -1.3638 1.0099 -1.4526  0.0965
C 0.6116 -0.9482 0.8299  0.0446
H -0.4322 -1.2062 0.9814  0.2323
H 1.3326 -1.0126 1.6597  0.2284
H 0.4404 -1.8181 -0.8230  0.4054
H 1.2177 1.1574 -0.0927  0.4286
H -1.2881 1.5391 -2.3391  0.2448
H 1.9958 -1.7432 -0.2668  0.4043
H -1.9101 1.6707 1.0981  0.1365
H 0.3345 1.3765 1.3125  0.4447

# 12
C3H8N3 | wB97M-V/def2-TZVPD

## Properties
- Kohn-Sham gap (eV) = 11.771
- charge = +1
- relative energy (zero: lowest compared OMol25 entry of this formula, charge and spin) (kcal/mol) = 106.6
- LUMO energy (Eh) = -0.12272
- E_HOMO (eV) = -15.11
- largest force on an atom (eV/Å) = 4.305
- SMILES = C=NCN1C[NH2+]1

Last column: natural (NBO) charge in e.
Element x y z (Å)
N -1.0429 0.2961 0.8783  -0.1896
N 0.4576 -0.6031 -0.6558  -0.5066
N -0.0542 -0.2337 1.7011  -0.4028
C -0.7339 0.1334 -0.5182  -0.1508
C 0.7424 -1.0792 -1.8063  0.0391
C -0.2169 1.1739 1.5769  -0.0582
H 0.1953 -0.9410 -2.7226  0.1891
H -0.7027 0.9957 -1.2193  0.2434
H -0.6479 1.8269 2.3319  0.2445
H 0.6445 1.6886 1.1236  0.2234
H -0.3043 -0.6965 2.5981  0.4466
H 1.7159 -1.7432 -1.7986  0.2111
H 0.7760 -0.7275 1.1728  0.4846
H -1.6200 -0.2705 -0.9871  0.2263